No. 1
The following is a quantum chemistry calculation of a cluster of 2 separate species, C12H19F7N3O5PS2 in total at a distorted geometry, from the Open Molecules 2025 dataset.

Properties
* frontier orbital gap: 8.46 eV
* net charge: 0
* energy: -2845.98567 a.u.

Cartesian coordinates (Å):
C -1.7733 1.7706 3.2726
C -0.9708 1.2657 2.3612
C -1.1686 -0.0891 1.7377
C -0.1138 -0.5394 0.7530
N 0.4047 0.5344 -0.1288
C 1.4512 -0.0043 -0.7641
N 2.0374 0.5831 -1.8088
P 1.5880 2.0134 -2.7106
O 0.0169 2.0198 -2.6051
O 1.7682 1.4168 -4.1641
S 2.6197 3.5164 -2.2408
N 1.8591 -1.1912 -0.2608
C 2.2084 -2.3386 -1.1111
C 1.1669 -2.6675 -2.1790
C 0.1013 -3.6528 -1.7145
C 1.1640 -1.3306 1.0593
C 2.0897 -0.7462 2.1558
F 1.8391 0.5709 2.3269
F 3.3785 -0.8528 1.7529
C 1.9534 -1.4745 3.5179
F 1.0421 -0.8406 4.2757
F 3.1425 -1.4681 4.1488
H -2.6780 1.2515 3.5731
H -1.6455 2.7749 3.6524
H -0.2102 1.9257 1.9555
H -1.2791 -0.8391 2.5298
H -2.0957 -0.0524 1.1744
H -0.6240 -1.2067 0.0488
H 0.5318 1.4448 0.3016
H 2.9064 0.1588 -2.1101
H -0.3903 2.4420 -1.8311
H 1.3878 0.5442 -4.3208
H 2.3096 -3.1901 -0.4363
H 3.2021 -2.1775 -1.5367
H 1.6984 -3.1047 -3.0294
H 0.6931 -1.7570 -2.5570
H -0.5550 -3.2349 -0.9483
H -0.5399 -3.9374 -2.5498
H 0.5606 -4.5703 -1.3392
H 0.9368 -2.3601 1.3315
H 1.6262 -2.5107 3.3931
C -4.7295 3.1042 -0.6865
F -5.2008 3.4341 0.5239
F -5.6019 2.2603 -1.2530
F -4.6796 4.2153 -1.4308
S -3.0674 2.3335 -0.5520
O -3.3649 1.1643 0.2550
O -2.2709 3.3543 0.0941
O -2.7246 2.0376 -1.9262

Forces on atoms 1 to 3 (eV/Å):
-0.5 0.2 0.1
0.2 0.1 -0.2
0.3 0.1 0.6

Mulliken atomic charge list, values in e, 6 entries: -1.12 0.20 -1.21 -0.34 0.02 -0.17

---

No. 2
The following is a quantum chemistry calculation of a structure of composition C12H19GeLiNO4Se, from the Open Molecules 2025 dataset.

Properties
* frontier orbital gap: 7.29 eV
* net charge: +1
* energy: -5310.15812 a.u.

Cartesian coordinates (Å):
Li 0.4258 -0.9081 -0.2159
O -3.2329 2.0110 0.3523
C -2.1598 1.2256 0.3095
O -2.1813 0.0262 0.3606
C -0.8836 2.0105 0.1492
C -0.8274 3.3980 0.1936
C 0.4089 4.0056 0.0625
C 1.5369 3.2132 -0.1115
C 1.3759 1.8378 -0.1455
N 0.1883 1.2509 -0.0162
C 2.4863 0.8306 -0.3276
O 3.7323 1.2357 -0.4641
O 2.2273 -0.3518 -0.3449
H -4.0184 1.4483 0.4466
H -1.7315 3.9730 0.3274
H 0.4976 5.0823 0.0952
H 2.5045 3.6858 -0.2179
H 3.8192 2.1970 -0.4350
C 2.3457 -6.4950 0.3099
Ge 1.7565 -4.6460 0.1687
C 2.1894 -3.6561 1.7955
C 2.5662 -3.7573 -1.3686
C -0.1921 -4.6665 -0.1360
Se -1.0875 -2.9377 -0.0358
C -1.3654 -2.8691 1.8879
H 3.4262 -6.5437 0.4434
H 2.0884 -7.0547 -0.5890
H 1.8748 -6.9815 1.1642
H 3.2666 -3.6918 1.9605
H 1.7017 -4.0871 2.6699
H 1.9051 -2.6048 1.7157
H 3.6514 -3.7379 -1.2689
H 2.2302 -2.7233 -1.4542
H 2.3182 -4.2781 -2.2935
H -0.7225 -5.3281 0.5487
H -0.3889 -5.0332 -1.1444
H -0.4276 -2.9967 2.4220
H -2.0691 -3.6494 2.1655
H -1.7985 -1.8973 2.1083

Forces on atoms 1 to 3 (eV/Å):
-0.3 0.2 0.1
0.0 -0.1 0.1
0.0 0.1 -0.2

Mulliken atomic charge list, values in e, 6 entries: 0.87 -0.44 0.05 -0.45 0.60 -0.62

---

No. 3
The following is a quantum chemistry calculation of a structure of composition C12H19I2N4OTl at a distorted geometry, from the Open Molecules 2025 dataset.

Properties
* frontier orbital gap (spin up / spin down): 1.76 / 3.13 eV
* net charge: -2
* energy: -1530.62791 a.u.

Cartesian coordinates (Å):
C -0.0642 -1.7255 -2.4335
I -2.2280 -2.6368 -0.2820
H 0.1012 -1.8974 -3.4982
H -0.9884 -1.1532 -2.3016
H -0.1400 -2.6982 -1.9147
C 1.6067 -1.6585 3.5718
C 2.1322 -2.5745 2.7291
N 1.7865 -2.1808 1.4470
C 1.1003 -0.9833 1.4480
N 0.9597 -0.7144 2.7872
H 1.6340 -1.6148 4.6472
H 2.6897 -3.4717 2.9289
C -2.6624 2.9135 -1.2307
C -0.8609 1.5511 -0.9306
N -1.9792 2.0844 -0.3447
H -2.1433 3.4108 -3.3178
N -0.8570 2.1135 -2.1854
H -3.5756 3.4191 -0.9676
Tl 0.7675 0.5124 -0.0302
C 1.0743 -0.9205 -1.8693
O 2.2020 -0.7937 -2.2891
C -1.9680 2.9153 -2.3790
C 0.0755 1.8326 -3.2631
H -0.0166 2.6522 -3.9899
H -0.1807 0.8916 -3.7782
H 1.1114 1.7797 -2.9019
C -2.4487 1.7885 0.9946
H -3.4708 2.1858 1.0851
H -1.8238 2.2677 1.7698
H -2.4639 0.6970 1.1632
C 0.1634 0.3377 3.3874
H -0.4102 -0.0825 4.2287
H -0.5437 0.7783 2.6717
H 0.8113 1.1382 3.7687
C 2.0457 -3.0449 0.3110
H 1.1019 -3.3847 -0.1409
H 2.5840 -3.9220 0.6955
H 2.6700 -2.5533 -0.4448
I 2.2081 2.7413 0.8582

Forces on atoms 1 to 3 (eV/Å):
1.0 0.1 -1.0
-0.8 -0.3 0.9
0.1 -0.2 -0.4

Mulliken atomic charge list, values in e, 6 entries: -1.47 -0.77 0.44 0.18 0.20 -0.59

---

No. 4
The following is a quantum chemistry calculation of the ion C12H19N2O with charge +1 at a distorted geometry, from the Open Molecules 2025 dataset.

Properties
* frontier orbital gap: 10.06 eV
* net charge: +1
* energy: -653.10733 a.u.
* SMILES string: N[C@@H](c1ccccc1)[N@@H+]1CCCC[C@@H]1O

Cartesian coordinates (Å):
C 3.5512 1.2420 1.0519
C 2.9545 0.3381 1.9405
C 3.1534 1.2417 -0.2682
C 1.9464 -0.4930 1.4861
C 2.2376 0.3369 -0.7204
C 1.6227 -0.5552 0.1089
C -2.7761 1.3229 -0.1062
C -2.0223 1.2211 -1.3922
C -3.1244 -0.0464 0.4931
C -0.6803 0.4455 -1.0927
C -1.7755 -0.7726 0.7253
C 0.6957 -1.5947 -0.2187
N 1.0998 -2.3198 -1.3444
N -0.9402 -0.8838 -0.5891
O -1.0611 -0.2358 1.7285
H 4.2181 2.0174 1.3610
H 3.0613 0.3285 3.0202
H 3.8164 1.8269 -0.9837
H 1.5083 -1.2435 2.2293
H 1.9268 0.5221 -1.7210
H -2.2536 1.9181 0.5863
H -3.6388 1.9082 -0.2872
H -2.6825 0.5166 -1.9446
H -1.8363 2.1924 -1.7694
H -3.6571 0.0305 1.4137
H -3.7127 -0.6483 -0.2127
H 0.0184 0.4988 -1.8498
H -0.3628 0.9726 -0.2307
H -2.0067 -1.8109 0.9168
H 0.5350 -2.1812 0.6578
H 0.6963 -3.2650 -1.6337
H 1.8217 -1.8354 -1.8913
H -1.3791 -1.7561 -1.1212
H -0.9543 0.7615 1.6581

Forces on atoms 1 to 3 (eV/Å):
-0.7 -0.3 0.6
-0.9 0.6 0.2
2.7 0.7 -0.5

Mulliken atomic charge list, values in e, 6 entries: -0.36 -0.72 -0.94 -0.41 0.03 0.86